# C96H188N8O20

A 14-piece molecular cluster, C96H188N8O20 overall (the ωB97M-V functional and the def2-TZVPD basis, the OMol25 dataset).

```
312
Properties=species:S:1:pos:R:3:forces:R:3
C -4.820956 5.843828 0.988607 -0.81 -1.09 -1.38
H 5.420582 4.955237 1.972370 0.52 -0.42 -0.83
H 8.254565 3.117575 -0.243287 -0.45 -0.08 0.04
H -2.632297 -6.822722 2.255792 0.12 0.11 -0.61
C -4.251503 -1.571751 -5.168097 0.75 -1.07 -3.17
C 3.903615 -1.210300 6.333799 0.25 -0.91 0.19
C 3.462100 3.302742 1.312721 0.10 0.87 -0.43
H 6.328114 -3.939380 -2.657409 -0.17 0.80 1.05
H -3.712693 1.622964 1.634120 0.47 -0.82 -0.05
H -5.840417 -5.830082 2.403301 0.09 0.05 0.01
H -3.237640 -1.777830 1.507923 -0.76 0.19 -0.54
H 9.641330 -1.777746 0.927390 0.03 0.29 0.24
H 3.688332 -2.252722 6.568547 -0.33 -0.11 -0.24
C 4.804869 5.497657 1.254896 -2.59 0.86 0.49
H -6.790703 6.296931 3.031659 0.54 0.53 -0.92
H 5.337605 6.093738 0.513968 0.33 -0.07 0.25
C -6.437726 3.944002 -4.656299 2.62 2.20 0.77
H -8.238172 -4.320204 1.888292 0.05 -0.13 -0.06
C -5.289203 -6.138821 1.515075 0.38 0.15 -0.57
N 5.017493 -2.214947 -4.365258 1.45 -0.89 1.12
H -3.323681 -4.033898 -2.602515 -0.21 0.34 0.51
H 6.550119 2.404115 2.338456 0.71 0.79 0.09
H -9.362916 0.641617 -1.242039 -0.07 0.03 -0.04
O 1.134267 -2.855934 -7.332954 0.93 -0.96 0.04
H -0.013500 5.706743 1.857072 0.07 0.63 0.24
C -2.747013 -3.028448 -0.271379 -0.15 0.82 0.78
O 1.605075 -2.254324 5.174054 -1.72 -2.15 0.20
H -1.570882 -4.143146 -2.501404 0.01 0.00 -0.44
H -7.552001 -4.143320 0.244713 -0.24 0.10 -0.12
H -0.678040 2.768683 -0.179221 0.13 -0.07 0.24
H -8.576661 4.054426 -4.731866 0.12 0.17 -0.20
H -0.420220 0.860221 5.331938 0.41 -0.42 1.02
H 7.957311 -0.226490 -2.041942 0.28 -0.21 0.09
N 1.965245 -1.014973 4.815332 1.60 3.53 -0.74
H 7.431430 1.109294 3.053657 -0.19 -0.47 -0.02
H -0.235454 -3.819560 -0.406178 0.02 -0.36 -0.75
H 0.260076 -5.916483 -4.529677 0.48 -0.28 -0.31
H 3.123911 -7.699337 5.000480 0.55 -0.19 -0.15
C 1.807939 -0.376686 7.330060 0.89 0.58 -0.01
C 8.699400 2.087520 1.638521 -1.37 1.31 0.03
C -2.683465 4.972756 -4.161006 -0.79 -0.64 -0.74
H -2.930574 5.567237 2.567515 0.13 -0.73 -0.19
H 5.115503 -2.588784 1.904411 0.16 -0.43 -0.55
N -3.380462 -5.454833 -0.028392 -0.64 2.57 0.36
C -5.663761 -1.081701 -3.416415 -1.13 0.46 -0.13
H 1.579148 -1.247690 2.232490 0.14 0.29 -0.19
H 11.168758 1.462380 1.061059 0.39 -0.10 -0.13
H 3.257564 7.942180 1.044790 -0.61 0.15 -0.34
C -3.954986 -5.257407 1.354573 0.44 -2.47 0.18
H -5.614525 3.566367 -5.262798 0.07 0.05 -0.54
C -0.406893 -0.012382 -1.861920 0.58 -0.51 -1.47
C 9.511099 2.462304 2.934213 -0.81 -0.48 -1.02
H 3.458685 -1.394229 -6.325494 -0.07 0.26 -0.19
C 3.815527 4.564842 0.458386 2.16 -0.65 -1.66
H 7.595899 -1.087322 1.489076 0.07 0.33 0.63
H 3.963441 5.072747 -6.872141 0.73 -0.17 0.44
H 3.751148 5.776783 3.075871 -0.39 0.04 0.16
C -3.544009 3.057425 3.930655 -1.61 0.12 0.34
H 4.154201 4.491852 -4.602718 -0.03 -0.65 0.39
C 2.802054 7.153315 1.643382 0.87 -1.69 -0.06
H -6.601380 4.950990 3.897910 0.90 -0.57 0.20
C 4.769820 4.114915 -0.829882 -1.23 -0.87 1.21
H 6.161647 1.314943 0.231015 0.28 0.27 -0.22
H 9.375235 -1.955902 -0.768175 -0.60 0.20 -0.21
C 7.371523 -0.412823 0.662745 -0.57 -0.65 0.69
H -3.041046 3.978861 -4.430090 -1.13 -0.05 0.68
H -4.570127 4.705409 5.034231 -0.05 -0.27 0.01
H -10.850687 -1.719228 1.956389 -0.01 -0.16 -0.11
H -4.801049 0.766584 -3.868503 0.17 0.00 -0.38
H -7.231166 4.736829 2.366142 0.16 0.13 -0.54
H 0.098792 -1.824292 2.877269 -0.09 -0.23 0.20
H -2.554059 1.831751 -1.205129 -0.26 -0.34 -0.43
H -1.209436 -2.615749 -6.249353 0.05 0.01 0.08
C -3.859921 5.386184 3.107539 0.02 0.81 2.22
H 7.677936 3.980448 1.212260 0.34 0.27 -0.06
C -3.696259 4.542186 4.403491 0.24 -1.36 -1.75
H -8.702078 1.688887 -4.467804 0.27 -0.17 0.61
H 4.677884 -1.204260 5.566614 -0.28 0.13 -0.46
O 1.368495 4.664169 -5.917645 -0.79 0.23 0.03
C 0.663050 -0.906059 2.714328 0.14 -1.60 -0.23
C -4.308932 1.219290 2.452442 -0.95 -0.03 -1.64
C 4.386158 -3.039456 -3.302022 -0.66 -1.05 -0.77
H -3.274560 -5.844874 3.462674 -0.52 0.51 0.00
H -6.543028 -0.439911 -3.472045 -0.57 -0.85 0.28
C -5.966786 2.296206 3.979044 -0.52 -0.63 -0.09
H -5.983655 0.074620 0.122295 -0.28 0.43 -0.24
H 1.437077 2.334087 5.527813 -0.14 -0.07 -0.05
H 4.770949 -7.022461 0.355190 0.09 -0.02 -0.12
H 0.361463 7.832402 0.732697 0.27 -0.01 0.26
H 2.372428 0.975955 2.920842 0.13 0.08 -0.05
C -10.330762 -3.688015 0.228700 -0.10 -0.44 -0.41
H -5.039690 -3.555220 0.768702 -0.28 0.02 -0.03
H 2.960287 3.661824 2.211241 0.24 -0.28 0.23
C 4.178448 -6.625213 1.179342 0.96 1.19 0.19
N 4.204486 -4.800730 3.510764 1.30 -0.45 -0.91
H 1.854325 -5.453130 2.224780 -0.29 -0.01 -0.34
H -5.418867 3.234470 0.186012 0.05 -0.14 -0.29
C -8.149615 -0.450895 0.183646 0.15 -0.75 -1.05
H -3.862731 5.556810 0.555570 0.13 0.58 -0.04
C 2.630120 -0.401329 5.989748 0.59 0.82 -0.06
H -10.554720 -4.437817 0.987476 0.27 -0.11 0.07
H -7.682946 3.480898 -6.225320 -0.75 0.22 0.01
O -3.852365 -1.896421 -6.326732 -1.88 1.00 4.47
H -5.571683 5.622806 0.229887 -0.11 -0.07 -0.13
H -8.067665 1.600997 -0.525090 0.17 0.01 -0.03
H 0.752500 4.332958 1.366094 0.66 -0.17 -0.29
C 1.869754 6.188345 0.814581 -1.12 0.70 -0.21
C 5.969358 -0.155439 -5.250272 -0.68 -0.46 0.46
N -8.963601 -1.658264 -0.247627 -1.45 1.00 3.60
H -6.219679 -1.195717 1.197692 -0.56 -0.17 0.33
H -9.789755 0.479666 1.179475 -0.03 0.19 0.13
H 9.436340 3.908738 0.658451 -0.14 0.40 0.42
H 5.049335 -2.097637 -1.355243 0.65 -0.39 -0.47
H 5.116438 -4.698131 0.670623 0.54 -0.22 0.65
C 2.050293 -4.381412 2.258137 0.63 -0.41 0.38
O -1.698584 -0.121306 -1.342471 1.37 0.59 -0.94
C 9.610592 -1.214056 -0.005035 0.46 -0.12 -0.14
H 2.531854 -7.473862 3.383426 -0.14 0.23 -0.12
H 2.537928 -4.340251 -3.056401 0.48 -0.60 -0.17
C 8.487604 3.387641 0.786699 0.68 -0.94 -0.26
H 3.454641 1.512694 6.551760 0.28 -0.10 0.04
H 0.800901 0.034793 7.398317 -0.11 -0.30 -0.73
H 1.620599 3.393219 -7.436342 -0.10 0.38 -0.88
H 10.622595 -0.909788 -0.272153 0.07 0.17 0.22
C 3.207247 1.008116 5.617788 -1.64 1.25 -0.42
O 5.262195 -2.947183 -5.587144 -0.94 0.57 0.68
H 5.514956 0.462690 1.535914 0.15 -0.53 0.29
N 9.383734 1.028941 0.890496 -1.23 -0.54 1.61
C -1.118662 -4.662977 -5.538478 -3.30 1.75 0.74
H 2.174939 -2.813067 4.640504 0.23 -0.58 0.09
C 4.729442 -0.812478 -4.623563 -2.72 -0.30 0.16
C 3.432018 3.872340 -5.134463 -0.65 0.21 -0.65
N 2.677265 5.326802 -0.105186 1.29 1.65 0.70
O 3.820017 -4.074703 4.675747 -0.10 -0.28 -0.80
C -0.629924 1.681948 -0.248353 -0.16 0.09 0.68
H -11.310551 -3.283613 -0.025388 0.13 0.54 -0.14
H -0.784078 -0.952612 5.218297 0.71 -0.01 0.71
C -8.940552 -0.873019 2.611874 -1.41 -1.06 -1.21
H 0.037263 -0.357949 2.010015 0.22 0.50 0.24
C 3.636159 -4.251355 2.227818 -1.45 0.10 -0.01
C -7.722880 3.510873 -5.136466 -1.36 -1.22 -1.08
C 2.063940 4.345393 -7.144950 0.28 -0.85 2.03
C 2.056492 4.333923 -4.840161 -1.37 1.12 2.75
H 6.818551 -0.644081 -4.772592 0.18 -0.07 -0.27
H -5.197943 -7.224889 1.530533 1.22 -0.10 0.81
H -0.769620 5.352192 -3.311951 -0.22 0.76 0.62
C -7.990939 -3.617455 1.092600 -0.96 1.42 0.24
C 2.195984 1.941116 4.851246 0.41 -1.38 -0.43
H 3.346904 2.818789 -4.868213 0.92 -0.11 0.15
H -9.480438 -0.441821 3.454901 0.02 0.17 0.03
H 5.787760 3.882608 -0.516963 0.09 0.37 0.38
H -1.802903 -4.674273 -4.690081 0.19 -0.38 0.14
H -1.935377 -2.313646 -0.407004 0.27 -0.47 -0.90
C -3.483450 -0.945593 -4.058027 1.80 0.75 -0.34
H -6.301416 -1.510046 -0.490935 -0.42 -0.08 -0.21
C 5.318337 -6.605141 4.940985 0.24 1.27 0.12
H -5.691812 -1.832546 -2.626764 -0.20 -0.01 -0.11
C -6.189698 3.181239 -3.401233 2.62 2.94 0.44
H -2.262189 -3.067547 1.814631 0.35 -0.34 -0.03
C -0.531360 -3.283822 -5.718327 -1.14 0.62 0.26
C 4.470688 -0.064614 -3.268561 0.25 -1.06 -0.02
C 0.905196 7.205531 0.025943 1.25 -0.88 0.23
H 0.132109 6.779293 -0.613397 0.34 -0.44 -0.09
H 4.820884 4.796038 -1.679324 -0.26 0.45 0.38
C -2.501727 -4.572906 -2.131384 0.69 -0.16 -0.38
H -2.816264 4.775579 5.002850 0.04 0.39 -0.18
H 2.605045 -0.903053 -2.541534 -0.15 0.14 -0.34
H 3.568569 -0.218890 -1.309743 0.39 -0.09 0.26
H 4.899706 -4.929637 -2.206553 -0.09 0.18 -0.02
H 6.878569 -1.126574 0.002703 -0.06 0.29 -0.60
C -0.387951 -0.055773 4.742002 -1.09 0.78 0.39
H -3.635347 -6.918758 -1.133429 -0.12 -0.25 -0.04
H 3.568798 -4.858892 0.148269 -0.61 0.25 0.11
H -0.195155 -2.757001 -4.825285 -0.01 -0.17 0.34
O 1.878414 4.470567 -0.857457 -0.73 -0.55 0.48
C -1.721572 4.893821 -3.044032 1.77 -2.16 0.44
H -7.992813 -1.232687 3.012529 0.17 0.00 -0.25
H 2.340145 -6.256283 4.678312 -0.13 0.29 -0.34
H 7.853033 1.396233 -1.400167 -0.29 0.02 -0.02
O 1.557559 4.443261 -3.719760 0.63 -0.20 -1.45
H -9.723915 -2.779418 2.893221 -0.66 -0.55 -0.25
H -5.988883 -6.196897 0.681306 -0.03 1.42 -0.44
H -4.693021 -3.515644 2.472541 -0.02 -0.46 0.23
O -3.729826 5.902089 -3.707110 1.43 -1.64 -2.37
H -0.533696 -5.677286 -0.331937 0.39 0.22 -0.79
C 3.643447 -0.807144 -2.224316 -0.46 -0.19 -1.14
H 0.884172 1.894684 3.224580 -0.45 -0.52 -0.39
N -4.937801 3.508557 1.979655 1.82 1.55 -0.77
C 1.593038 1.186279 3.653251 -0.34 -1.16 1.61
H -2.988775 4.546792 -1.229171 0.14 -0.30 -0.31
H -0.275317 1.230188 0.678074 -0.26 0.42 0.33
H -2.162699 5.153514 -5.101348 -0.35 1.53 -0.06
H -6.271114 5.017682 -4.569421 0.05 -0.10 0.22
H -0.378326 -6.421156 -6.202794 0.95 -0.58 0.35
H 3.463598 -2.720335 -1.393968 -0.06 -0.39 0.00
C -2.928370 -5.788387 2.430649 -0.31 0.37 -0.25
H 8.933839 3.183975 3.512198 0.12 0.26 -0.13
H 3.518327 -2.278592 1.104886 0.22 -0.85 -0.78
C 8.468730 0.496804 -1.406799 -0.07 1.02 0.60
H 3.962574 0.884512 -3.439075 0.47 0.25 -0.34
O 10.551959 1.571592 0.333576 0.04 -0.14 -0.52
H 2.265742 7.566492 2.497635 -0.37 0.24 -0.35
H 4.658725 -3.635094 4.833584 -0.13 0.40 0.51
C -4.781510 2.527415 3.050583 1.37 1.63 1.81
H 1.920717 5.232825 -7.761428 0.12 -0.64 -0.45
O -6.932999 2.172316 -3.393042 -3.35 -4.47 -0.19
C 4.040600 -2.768189 1.926847 -0.09 0.38 1.45
H -3.019439 -1.733326 -3.464511 -0.14 -0.12 0.29
H -8.207752 0.941183 1.904712 0.10 0.44 -0.65
H 2.218702 -2.852666 -3.735264 0.02 0.47 -0.06
H -2.605796 2.902088 3.398003 -0.02 0.24 -0.28
C -8.802436 0.131133 1.482492 0.97 -0.70 -0.01
H -5.720265 1.314429 4.383327 -0.46 0.05 0.68
C -9.280826 -2.735377 0.746767 1.03 0.28 0.61
H -7.689952 0.413055 -1.792422 -0.09 0.01 0.14
H -7.267743 -2.896748 1.474271 0.19 -0.42 0.09
H 10.476276 2.880257 2.648115 0.03 0.01 0.28
C -6.623113 -0.796105 0.267286 0.30 0.38 0.28
H 2.808656 2.558590 0.857367 -0.09 0.30 -0.41
H 5.703598 -4.803560 -3.788958 -1.18 -0.40 -0.57
C -3.505348 6.229998 -2.437636 -0.66 0.93 0.54
H 1.873137 -1.344752 7.826743 -0.33 -0.04 -0.18
O -3.082180 -6.771603 -0.362738 0.38 -0.37 0.38
C 6.475495 0.728342 1.094440 1.07 0.76 0.51
H -1.406690 3.853710 -2.959684 0.07 -0.25 0.08
H -6.195846 3.023219 4.758205 0.66 0.01 0.09
C 0.950321 -0.228358 4.036086 -0.17 1.26 -0.44
H -1.278894 0.187915 4.163263 0.35 -0.06 -1.38
H 0.520255 1.893598 -2.117870 -0.06 0.01 -0.08
O -5.515551 -1.710038 -4.697817 -0.12 -0.57 -1.25
H 3.410082 0.339071 -5.813429 -0.75 0.04 -0.32
H -2.654073 0.772285 0.221868 0.29 0.19 0.01
H 2.384423 0.310940 7.948881 0.12 -0.06 0.32
H -2.614115 -5.570848 -2.555174 0.44 -0.28 0.35
H 1.551720 -4.062716 3.173539 0.49 0.20 0.34
O 1.002717 -4.855676 -6.201946 1.96 -1.24 -1.04
C 0.346954 1.187053 -1.306165 -1.23 -0.10 0.11
H 2.067564 4.668901 -1.777506 -0.03 0.13 -0.42
H 4.445245 3.154674 -1.230736 -0.46 -0.09 -0.11
H -7.211842 1.468460 -5.370453 0.43 -0.38 0.43
C -8.319664 0.619645 -0.927035 0.00 -0.48 0.41
H 4.397359 2.790968 1.539608 0.01 0.05 0.29
C 1.001000 5.323904 1.746068 -0.71 -0.13 0.27
H 3.739101 -2.032310 2.672276 -0.29 -0.43 0.96
H -3.513295 2.374761 4.779837 0.05 -0.02 0.21
C -3.111058 -2.809989 1.181246 0.07 -1.49 0.67
H 5.483090 0.045691 -2.880001 0.05 0.59 0.42
C 4.011243 6.422265 2.236940 0.48 -0.61 -0.36
H 4.714120 7.146814 2.648142 -0.01 0.15 0.07
H 2.934380 -3.968477 -4.819793 0.44 -0.46 0.28
H -2.059018 -5.131033 2.415694 0.10 -0.26 0.14
C 4.190364 -2.200609 -2.018316 -0.52 0.09 0.62
C -0.021948 -5.630201 -5.542883 0.15 0.77 -0.45
H 4.106142 0.983013 5.001787 0.05 -0.55 0.05
H -3.854021 0.405824 3.017617 0.52 0.77 0.68
H -5.151783 0.686587 2.012061 -0.21 0.23 -0.32
H 1.425535 5.218584 2.744449 0.04 -0.07 0.05
O -4.119302 7.179396 -2.035744 0.29 -0.17 1.21
C 3.027157 -6.958813 4.206532 -0.85 0.06 0.21
C 7.284391 1.632054 2.108553 -0.68 -1.32 -0.68
H 5.059815 -8.012485 2.572299 -0.23 -0.08 0.49
C -4.264098 -3.770963 1.503554 -0.41 0.84 -0.14
C -2.020315 1.095777 -0.603843 1.26 -0.30 -0.06
C 4.934467 -6.934147 2.474476 -0.72 0.30 0.64
H -2.643173 -0.425833 -4.518340 -0.02 0.32 0.28
H -4.081040 6.386645 3.479429 -0.25 0.34 -0.18
C 8.683417 0.021876 0.056795 1.17 -0.34 -1.50
H 2.645050 2.774885 4.311542 0.58 0.36 0.78
C -7.695118 2.081358 -4.609600 -1.07 0.21 -0.87
O -8.918764 -2.080296 -1.541304 1.02 -0.33 -1.21
C -0.886378 -4.659666 -0.164080 -1.19 -0.88 1.45
H -1.772306 -4.807289 -6.398723 0.00 -0.18 -0.13
C -2.376937 -4.479464 -0.602822 -0.02 -0.13 -0.26
C -4.533944 -0.135444 -3.317952 1.00 0.60 0.00
H -9.778295 -1.851593 -1.902556 -0.10 0.07 -0.17
C -2.451485 5.305246 -1.798519 -0.46 1.90 -0.21
H 6.002093 0.870694 -4.884095 -0.01 0.29 -0.69
C 3.375125 -0.700824 -5.488649 2.27 -0.01 0.38
H -4.371516 0.257646 -2.314362 0.45 -0.56 0.10
H -6.926077 2.194589 3.471573 0.11 -0.15 -0.50
H -9.905294 -4.181417 -0.645160 -0.30 -0.21 -0.04
H 4.960386 -6.118204 5.848107 -0.18 -0.29 0.21
H 6.184890 -3.209015 -5.546302 0.17 0.11 0.19
H 3.191179 -7.055674 1.011681 -0.13 -0.04 0.69
H -0.884713 -4.660065 0.925925 -0.07 0.25 0.20
H 6.331722 -6.219778 4.828497 0.07 0.16 -0.51
H 9.411142 0.846555 -1.828272 0.09 -0.41 -0.17
C -5.017351 4.982761 2.203546 -1.16 -0.30 2.70
C -9.825264 -2.070415 2.071543 2.08 0.49 0.30
H -1.836054 5.884694 -1.110338 -0.14 -0.05 0.05
C 5.318910 -4.239848 -2.939056 0.85 0.42 -0.87
C 4.334014 -6.271239 3.794037 0.35 -1.02 -1.09
H 9.599013 1.580975 3.569538 0.32 -0.09 -0.11
H -4.955087 6.908618 1.179207 0.51 -0.14 0.29
C -6.432977 5.279696 2.872392 -0.29 -0.20 0.47
H 2.485962 -0.983816 -4.925277 0.10 0.39 0.14
O -5.878510 3.170736 1.026414 -1.33 -0.88 -0.39
H 5.984968 -0.288010 -6.332068 0.20 0.30 0.07
H 5.421073 -7.677760 5.105430 -0.34 0.05 -0.13
C 4.164733 -5.087933 1.031733 -0.49 -0.16 -0.61
H 4.443992 -0.902040 7.228821 -0.38 0.70 0.17
H 1.320476 0.910629 -0.901253 -0.13 -0.14 -0.09
H 1.581239 7.832027 -0.555917 -0.28 0.12 -0.25
H 5.947773 -6.540123 2.396722 0.06 0.16 -0.23
C 2.965507 -3.645425 -3.779235 0.46 1.57 0.61
O -5.348714 3.334681 -2.553621 0.55 0.58 0.56
H 4.002041 3.329810 -7.180900 0.09 0.10 0.05
H -3.563233 -2.733918 -0.931030 -0.21 0.21 0.14
C 3.507007 4.117469 -6.612893 0.23 0.51 -2.30
C 0.635867 -3.599531 -6.533025 -0.32 0.77 -0.07
H 1.483958 -3.856520 1.488815 0.47 -0.11 -0.45
O 0.057158 -0.728777 -2.733717 -1.41 0.34 1.48
```
Forces are in eV/Å.

## Properties
* energy: -155457.730 eV
* HOMO level: -7.8923 eV
* molar mass: 1774.60 Da
* energy above the lowest of the compared OMol25 structures with the same formula, charge and spin: 2.146 eV
* orbital gap: 0.301 hartree
* charge: 0
* LUMO level: 0.29 eV